44
Properties=species:S:1:pos:R:3:nbo_charge:R:1 method="wB97M-V/def2-TZVPD" total_energy_ev=-56000.560 e_homo_ev=-9.1 multiplicity=1 gap_ev=9.37 e_above_lowest_kcal_mol=0.0
C 2.2902 0.2695 -1.2054 -0.657
C 0.9854 0.4052 -1.9543 0.112
C -0.1792 -0.5385 -1.5830 -0.448
C 0.0698 -1.9217 -0.9835 -0.053
N 1.1185 -2.7895 -1.5537 -0.652
C 1.1069 -3.9608 -0.7755 0.677
O 1.7512 -4.9341 -1.0099 -0.544
C 0.1728 -3.7835 0.4063 -0.531
C 0.1362 -2.1922 0.5296 -0.406
S -1.3365 -1.6149 1.4118 0.058
P 1.7332 -1.7475 1.3933 0.138
P 1.2632 -1.6997 3.5085 2.099
O 0.0115 -2.3254 3.9416 -1.088
O 1.3859 -0.1649 3.9136 -0.969
O 2.5393 -2.4021 4.1728 -1.004
O 0.4982 1.7412 -1.9369 -0.536
C 0.2472 2.2482 -0.6388 -0.115
C -1.0744 2.9701 -0.5928 0.033
C -1.8219 2.9598 0.5834 -0.236
C -3.0289 3.6582 0.6544 -0.207
C -3.4864 4.3629 -0.4543 -0.222
C -2.7520 4.3499 -1.6351 -0.207
C -1.5443 3.6574 -1.7126 -0.225
H 2.2282 0.5180 -0.1536 0.215
H 2.7281 -0.7174 -1.3034 0.230
H 2.9931 0.9724 -1.6508 0.220
H 1.2172 0.2181 -2.9991 0.188
H -0.8959 -0.0436 -0.9376 0.233
H -0.7146 -0.7152 -2.5137 0.218
H -0.8656 -2.4457 -1.2260 0.178
H 0.9021 -3.0041 -2.5191 0.398
H -0.8445 -4.0676 0.1649 0.245
H 0.5699 -4.1960 1.3200 0.246
H -2.0756 -1.3010 0.3382 0.114
H 2.5169 -2.9091 1.3076 0.030
H 2.2209 0.1844 3.5709 0.507
H 2.2091 -3.0000 4.8572 0.522
H 0.2531 1.4766 0.1300 0.180
H 1.0287 2.9686 -0.3818 0.188
H -1.4560 2.4118 1.4406 0.211
H -3.6022 3.6538 1.5671 0.213
H -4.4136 4.9075 -0.3830 0.212
H -3.1189 4.9032 -2.4865 0.211
H -0.9661 3.6375 -2.6210 0.224